[1]
The following is a DFT calculation (ωB97M-V with the def2-TZVPD basis set) of a 6-piece molecular cluster, C4H20N2O7 overall in a non-equilibrium geometry.

Atoms and positions in Å:
N 1.03 2.69 0.95
C 0.40 2.22 -0.26
N -0.84 1.42 0.17
C -0.92 0.14 -0.50
C -1.92 0.36 -1.65
O -1.70 -0.20 -2.70
C -1.43 -1.11 0.31
O -1.37 -2.12 -0.63
H 1.46 1.89 1.40
H 0.36 3.24 1.51
H 1.09 1.66 -0.77
H 0.17 3.07 -0.88
H -1.68 2.02 0.08
H 0.08 -0.20 -1.14
H -2.87 0.87 -1.40
H -0.66 -1.26 1.13
H -2.43 -1.07 0.64
H -0.58 -2.82 -0.37
O 0.74 -0.05 -3.36
H -0.08 -0.40 -3.59
H 0.84 0.81 -3.65
O -1.57 -0.56 3.19
H -1.12 -1.32 3.06
H -1.05 -0.05 2.61
O 1.72 -1.94 -1.46
H 1.22 -1.30 -2.03
H 1.51 -2.80 -1.65
O 1.60 0.48 3.00
H 1.38 0.02 2.12
H 0.85 0.93 3.37
O 1.69 -1.36 1.19
H 2.55 -1.73 1.18
H 1.54 -1.54 0.16

For the HOMO energy, the calculation gives -8.810 eV. For the largest force on an atom, the calculation gives 5.80 eV Å⁻¹. Its energy above the lowest of the compared OMol25 structures with the same formula, charge and spin is 4.310 eV. Its structure (SMILES) is NCN[C@H](C=O)CO.O.O.O.O.O. The calculation puts the gap between HOMO and LUMO at 9.0 eV.

***

[2]
The following is a DFT calculation (ωB97M-V with the def2-TZVPD basis set) of ClH2NS2 as an isolated structure in a non-equilibrium geometry.

Atoms and positions in Å:
N -0.82 -0.19 0.26
S -0.68 -1.77 0.15
S 0.34 1.04 -0.11
Cl 1.18 3.03 -1.72
H 0.56 -1.99 0.71
H -0.48 2.03 0.26

For the HOMO energy (alpha / beta), the calculation gives -9.138 / -9.909 eV. For the largest force on an atom, the calculation gives 2.57 eV Å⁻¹. Its energy above the lowest of the compared OMol25 structures with the same formula, charge and spin is 1.056 eV. The calculation puts the gap between HOMO and LUMO (alpha / beta) at 6.1 / 7.6 eV.

***

[3]
The following is a DFT calculation (ωB97M-V with the def2-TZVPD basis set) of one molecule with the formula C17H18N2O4 in a non-equilibrium geometry.

Atoms and positions in Å:
C 1.61 -0.52 -4.56
O 2.42 -1.20 -3.64
C 2.09 -1.16 -2.31
C 1.02 -0.44 -1.81
C 0.72 -0.40 -0.46
C 1.51 -1.09 0.44
C 1.19 -1.08 1.92
C 0.02 -2.02 2.13
O 0.12 -3.21 2.25
O -1.22 -1.49 2.16
N -1.31 -0.08 2.07
C -2.52 0.36 2.09
N -3.62 -0.43 2.22
C -2.70 1.82 2.01
C -3.83 2.43 2.55
C -3.98 3.80 2.46
C -3.02 4.58 1.84
C -1.89 3.97 1.31
C -1.73 2.60 1.39
C 2.58 -1.83 -0.04
C 2.89 -1.88 -1.40
O 3.99 -2.64 -1.68
C 4.31 -3.00 -3.00
H 2.04 -0.72 -5.54
H 1.60 0.56 -4.38
H 0.58 -0.90 -4.54
H 0.39 0.12 -2.49
H -0.12 0.17 -0.12
H 2.04 -1.46 2.49
H 0.91 -0.08 2.24
H -4.53 -0.07 2.00
H -3.47 -1.42 2.19
H -4.57 1.84 3.07
H -4.86 4.27 2.89
H -3.14 5.65 1.77
H -1.13 4.58 0.83
H -0.85 2.13 0.99
H 3.20 -2.40 0.63
H 5.15 -3.70 -2.90
H 3.48 -3.50 -3.50
H 4.63 -2.14 -3.59

For the HOMO energy, the calculation gives -7.915 eV. For the largest force on an atom, the calculation gives 1.69 eV Å⁻¹. Its energy above the lowest of the compared OMol25 structures with the same formula, charge and spin is 3.492 eV. Its structure (SMILES) is COc1ccc(CC(=O)O/N=C(\N)c2ccccc2)cc1OC. The calculation puts the gap between HOMO and LUMO at 8.5 eV.

***

[4]
The following is a DFT calculation (ωB97M-V with the def2-TZVPD basis set) of an isolated ion of composition C5H14N2 and charge +1 in a non-equilibrium geometry.

Atoms and positions in Å:
N 0.26 1.64 2.03
C -0.15 0.28 2.27
C 0.47 -0.71 1.31
N -0.37 -1.08 0.17
C 0.27 -1.16 -1.13
C 0.47 0.13 -1.94
C -0.80 0.59 -2.60
H -0.47 2.33 2.20
H 0.54 2.01 1.12
H -1.26 0.20 2.28
H 0.11 0.02 3.29
H 0.81 -1.59 1.89
H 1.45 -0.30 1.02
H -1.20 -0.48 0.18
H 1.15 -1.79 -1.01
H -0.39 -1.91 -1.62
H 0.73 0.91 -1.20
H 1.40 0.09 -2.52
H -0.65 1.62 -2.96
H -1.19 -0.01 -3.42
H -1.64 0.65 -1.90

For the HOMO energy (alpha / beta), the calculation gives -13.371 / -13.359 eV. For the largest force on an atom, the calculation gives 4.09 eV Å⁻¹. The expectation value of S² is 0.75. Its energy above the lowest of the compared OMol25 structures with the same formula, charge and spin is 1.561 eV. As for the net charge: +1. As for the spin multiplicity: 2. The calculation puts the gap between HOMO and LUMO (alpha / beta) at 10.5 / 5.2 eV.

***

[5]
The following is a DFT calculation (ωB97M-V with the def2-TZVPD basis set) of a 2-piece molecular cluster, C6H12O overall.

Atoms and positions in Å:
C 1.15 1.25 -0.86
C 0.14 1.60 -0.07
C -1.31 1.31 -0.37
C -1.73 -0.15 -0.08
C -1.10 -0.73 1.16
O -0.59 -0.07 2.03
H 2.18 1.43 -0.57
H 0.99 0.73 -1.80
H 0.35 2.09 0.88
H -1.95 1.98 0.21
H -1.51 1.52 -1.43
H -1.52 -0.81 -0.94
H -2.82 -0.22 0.07
H -1.12 -1.84 1.24
C 1.77 -1.63 0.11
H 1.84 -1.25 1.13
H 1.86 -2.71 0.10
H 2.56 -1.18 -0.50
H 0.81 -1.33 -0.30

For the HOMO energy, the calculation gives -9.399 eV. For the largest force on an atom, the calculation gives 0.52 eV Å⁻¹. Its energy above the lowest of the compared OMol25 structures with the same formula, charge and spin is 1.538 eV. Its structure (SMILES) is C=CCCC=O.C. The calculation puts the gap between HOMO and LUMO at 10.4 eV.

***

[6]
The following is a DFT calculation (ωB97M-V with the def2-TZVPD basis set) of a 4-piece molecular cluster, C7H20BrO3 overall in a non-equilibrium geometry.

Atoms and positions in Å:
Br -1.68 2.40 1.51
C 1.64 1.91 -4.53
C 1.11 3.17 -5.19
C -0.20 2.91 -6.00
O 0.79 4.06 -4.17
H 0.90 1.38 -3.92
H 2.48 2.16 -3.88
H 1.98 1.24 -5.31
H 1.84 3.57 -5.89
H -0.62 3.80 -6.47
H -0.90 2.31 -5.42
H 0.06 2.28 -6.85
H 0.39 3.62 -3.42
C 3.00 -3.47 7.06
C 3.01 -2.53 5.84
C 3.79 -3.07 4.64
O 1.68 -2.53 5.32
H 2.51 -4.42 6.87
H 2.49 -3.00 7.89
H 3.99 -3.73 7.45
H 3.31 -1.52 6.13
H 4.05 -2.27 3.96
H 3.31 -3.90 4.12
H 4.73 -3.57 4.87
H 1.68 -2.03 4.50
C -7.90 0.20 -1.64
O -6.66 -0.33 -1.18
H -8.65 -0.58 -1.71
H -8.21 1.05 -1.03
H -7.80 0.50 -2.68
H -6.09 0.37 -0.85

For the HOMO energy, the calculation gives -3.501 eV. For the largest force on an atom, the calculation gives 2.32 eV Å⁻¹. Its energy above the lowest of the compared OMol25 structures with the same formula, charge and spin is 1.200 eV. As for the net charge: -1. The calculation puts the gap between HOMO and LUMO at 6.2 eV.

***

[7]
The following is a DFT calculation (ωB97M-V with the def2-TZVPD basis set) of one molecule with the formula C4H6O2.

Atoms and positions in Å:
C 2.56 -0.26 -0.31
C 1.42 0.03 -0.06
C 0.08 0.56 0.22
O -0.31 0.39 1.57
C -1.03 0.00 -0.71
O -1.71 -1.07 -0.09
H 3.59 -0.48 -0.53
H 0.14 1.64 0.07
H -0.24 -0.55 1.76
H -1.73 0.81 -0.95
H -0.61 -0.38 -1.64
H -2.15 -0.69 0.68

For the HOMO energy, the calculation gives -10.142 eV. For the largest force on an atom, the calculation gives 0.49 eV Å⁻¹. Its energy above the lowest of the compared OMol25 structures with the same formula, charge and spin is 2.760 eV. Its structure (SMILES) is C#C[C@H](O)CO. The calculation puts the gap between HOMO and LUMO at 10.9 eV.

***

[8]
The following is a DFT calculation (ωB97M-V with the def2-TZVPD basis set) of an isolated ion of composition CHNO4S and charge -2 in a non-equilibrium geometry.

Atoms and positions in Å:
O 0.20 1.65 -0.02
C 0.28 0.40 0.01
N 1.12 -0.53 0.04
S 3.08 -0.02 0.01
O 3.63 -0.64 1.23
O 3.63 -0.64 -1.21
O 3.33 1.42 -0.07
H -0.81 -0.07 0.08

For the HOMO energy, the calculation gives 0.100 eV. For the largest force on an atom, the calculation gives 5.29 eV Å⁻¹. Its energy above the lowest of the compared OMol25 structures with the same formula, charge and spin is 0.963 eV. As for the net charge: -2. Its structure (SMILES) is O=CN=S(=O)([O-])[O-]. The calculation puts the gap between HOMO and LUMO at 6.9 eV.